This record from the OMol25 dataset describes a molecular structure, C28H25Cl2N5O3RuS3Si at a distorted geometry. The level of theory is wB97M-V/def2-TZVPD.

```
68
Properties=species:S:1:pos:R:3:forces:R:3:lowdin_spin:R:1
Ru -0.07380 1.04980 0.20408 0.33 0.51 -0.02 3.83
Cl 0.22833 7.89021 -1.73274 -0.20 0.35 0.04 0.00
C 0.60750 6.22139 -1.49769 0.55 -0.16 -0.07 0.01
C -0.36283 5.36639 -1.02771 -0.07 -0.30 0.09 0.00
C -0.09924 3.99830 -0.87902 1.09 0.79 -0.62 0.01
N -0.98357 3.07907 -0.39633 -0.49 -1.40 0.63 0.13
C -2.29851 3.33097 -0.28040 0.60 0.26 -0.24 0.02
O -2.90911 4.34747 -0.61807 -0.16 -0.12 0.22 0.03
C -3.08855 2.18668 0.27960 -0.53 -0.08 -0.01 0.00
C -4.39744 2.43336 0.69142 0.08 0.00 -0.06 0.00
C -5.18510 1.37735 1.09781 0.23 -0.13 -0.06 0.00
C -4.63831 0.10307 1.05922 -0.01 0.11 -0.04 0.00
C -3.32819 -0.04871 0.64165 -0.28 -0.40 0.05 0.01
N -2.55757 0.96461 0.27315 0.08 0.49 0.26 0.08
C 1.19157 3.50596 -1.24334 -0.57 1.49 -0.28 0.01
C 2.17649 4.41139 -1.65965 -0.24 -0.28 0.13 0.01
C 1.88699 5.75116 -1.78672 -0.45 0.13 0.14 0.00
Cl 3.11890 6.84899 -2.30313 0.32 0.08 -0.12 0.00
N 1.40817 2.17340 -1.10444 -0.15 -1.66 0.52 0.13
C 2.40284 1.53845 -1.74783 -0.49 0.55 -0.22 0.02
O 3.03077 1.95138 -2.72278 0.25 -0.21 0.10 0.03
C 2.77338 0.21649 -1.14526 0.43 -0.31 -0.14 0.00
C 3.99101 -0.33807 -1.53522 -0.20 0.03 -0.06 0.00
C 4.42541 -1.49729 -0.92925 -0.11 0.02 0.13 0.00
C 3.63052 -2.06115 0.05823 -0.03 0.06 -0.12 0.00
C 2.42353 -1.45333 0.36302 0.09 -0.39 0.19 0.00
N 1.99577 -0.34562 -0.22346 0.11 0.44 -0.15 0.08
H -1.33727 5.74447 -0.77426 -0.01 0.04 -0.06 0.00
H -4.76219 3.44747 0.66100 0.03 0.08 -0.05 0.00
H -6.20660 1.52908 1.40990 -0.11 0.06 0.08 0.00
H -5.21729 -0.76084 1.34180 -0.03 -0.15 0.02 0.00
H -2.90131 -1.03938 0.57598 0.03 0.04 0.04 0.00
H 3.16214 4.04360 -1.88797 0.04 0.06 -0.10 0.00
H 4.54634 0.16855 -2.30961 0.03 0.03 0.00 0.00
H 5.36702 -1.94431 -1.20871 0.11 -0.07 -0.01 0.00
H 3.93367 -2.95577 0.58106 -0.03 -0.07 0.05 0.00
H 1.77808 -1.88635 1.11524 -0.03 0.02 0.06 0.00
C -2.48170 -5.56687 -1.26440 0.57 0.45 -0.05 0.00
Si -0.92443 -4.46016 -1.42958 0.04 -0.71 -0.22 0.00
C -0.85956 -3.74526 -3.18225 -0.04 -0.13 0.60 0.01
C 0.58831 -5.61780 -1.21347 -0.55 0.42 -0.07 0.00
C -0.90352 -3.27190 0.04871 0.03 -0.06 -0.26 0.00
C -1.00349 -3.79848 1.32606 -0.02 -0.01 -0.13 0.00
C -0.89858 -2.98965 2.45248 0.06 0.06 0.13 0.00
C -0.65037 -1.64284 2.26427 -0.11 -0.35 0.47 0.01
N -0.55592 -1.10795 1.06007 0.16 0.21 -0.24 0.07
C -0.71295 -1.87399 -0.04162 0.02 0.07 -0.23 0.02
S -0.69326 -0.99371 -1.51010 0.03 0.42 -0.17 0.16
H -2.46596 -6.36599 -2.00048 0.06 -0.12 -0.17 0.00
H -3.39203 -4.99528 -1.41590 -0.16 0.16 -0.02 0.00
H -2.53754 -6.02898 -0.28323 0.00 -0.06 0.21 0.00
H -0.85877 -4.53767 -3.92550 -0.02 -0.32 -0.03 0.00
H 0.03485 -3.14952 -3.31958 0.17 0.12 0.00 0.00
H -1.70535 -3.09633 -3.37439 -0.17 0.14 -0.02 0.00
H 0.55918 -6.42029 -1.94561 -0.04 -0.13 -0.17 0.00
H 0.61202 -6.07477 -0.22826 -0.04 -0.04 0.21 0.00
H 1.52143 -5.07975 -1.35198 0.15 0.17 -0.01 0.00
H -1.17064 -4.86171 1.45136 0.01 -0.10 0.05 0.00
H -0.98624 -3.39658 3.44828 -0.01 0.00 0.07 0.00
H -0.54547 -0.96421 3.10071 0.07 0.11 0.02 0.00
C 2.80555 2.98122 4.42350 0.53 0.12 0.02 0.01
O 1.42776 2.70087 4.26125 -0.31 0.04 0.06 0.01
C 1.04383 2.17336 3.09854 0.28 -0.22 -0.20 0.02
S 2.14480 1.83173 1.87898 -0.28 -0.07 -0.06 0.13
S -0.59190 1.83784 2.91465 -0.42 -0.08 -0.24 0.13
H 2.90969 3.43397 5.40751 -0.07 -0.02 -0.01 0.00
H 3.15866 3.66873 3.64821 -0.07 -0.07 0.13 0.00
H 3.40006 2.06373 4.36221 -0.10 0.11 0.02 0.00
```
Positions in Å, forces in eV/Å.

Output
- HOMO level (alpha / beta): -0.1597 / -0.1627 Eh
- Relative energy (zero: lowest compared OMol25 entry of this formula, charge and spin): 5.8 kcal/mol
- Orbital gap (alpha / beta): 6.61 / 6.07 eV
- Net charge: -1
- Spin multiplicity: 6

---

This record from the OMol25 dataset describes 6 unconnected molecules or ions with the total composition C36H31N2O20 at a distorted geometry. The level of theory is wB97M-V/def2-TZVPD.

```
89
Properties=species:S:1:pos:R:3:forces:R:3:lowdin_charge:R:1
C 1.63404 0.68484 -0.13931 -0.91 -0.22 -0.97 0.13
C 0.60788 1.08157 -0.68440 1.00 0.50 -0.63 -0.08
C -0.47850 1.62350 -1.64213 -0.24 -2.71 0.77 -0.12
N -0.44529 3.10154 -1.90915 -0.37 0.65 0.15 0.03
C 0.75407 3.85281 -1.41550 1.32 1.94 -0.16 -0.09
C 2.08282 3.59655 -2.26594 1.29 0.44 -0.02 -0.34
C 2.21157 2.55550 -3.43495 0.67 -0.30 0.02 -0.05
N 3.11237 4.33559 -1.98907 -2.64 -1.05 0.03 0.15
H 2.56488 0.15606 0.21931 -1.69 1.06 -0.42 0.10
H -1.50953 1.36408 -1.23124 1.36 0.45 -0.44 0.15
H -0.41258 1.07432 -2.64049 0.17 0.77 1.39 0.14
H -0.52462 3.28281 -2.93569 0.33 -0.33 0.43 0.14
H -1.29398 3.53358 -1.49679 0.61 -0.31 -0.16 0.19
H 0.92421 3.77031 -0.28963 -0.40 -0.51 -1.63 0.14
H 0.51822 4.96280 -1.57720 0.13 -1.53 0.11 0.16
H 3.29230 2.18510 -3.41780 -1.49 0.57 0.10 0.11
H 2.02914 3.00356 -4.46397 0.24 -0.40 1.65 0.07
H 1.55193 1.64322 -3.34789 0.66 1.07 0.02 0.06
H 2.84752 4.98558 -1.21707 0.63 -0.52 -0.71 0.02
C -0.52434 -2.55409 3.86111 -0.11 -0.19 0.12 0.09
C 0.12692 -1.93335 2.87504 0.02 0.89 0.53 -0.22
C 0.55687 -2.66459 1.64465 -0.03 -0.92 -0.25 -0.28
O 1.13551 -2.05743 0.75186 -0.11 0.34 0.25 0.06
C 0.26956 -4.09262 1.55701 0.13 0.29 -0.16 0.08
C -0.38043 -4.71679 2.54614 0.03 -1.03 -0.52 -0.20
C -0.83450 -3.98230 3.76367 -0.09 0.40 0.47 -0.29
O -1.43892 -4.58178 4.63332 0.12 -0.09 -0.30 0.11
O -0.65366 -6.03836 2.48462 -0.08 1.16 0.62 0.12
O 0.42420 -0.61232 2.94796 0.03 -0.84 -0.57 0.09
H -0.84338 -2.03689 4.75604 0.01 -0.01 -0.03 0.14
H 0.60465 -4.61097 0.66395 -0.21 0.14 0.53 0.09
H -1.12813 -6.24869 3.31469 0.02 -0.17 -0.10 0.12
H 0.89099 -0.40377 2.11672 -0.10 0.05 0.13 0.08
C 0.09200 4.92106 -6.71369 0.04 -0.60 0.55 0.08
C -0.59303 5.74189 -7.52029 1.09 0.66 -0.64 -0.21
C -2.08703 5.73932 -7.54566 -0.75 -0.02 -0.04 -0.30
O -2.67491 6.51007 -8.27530 0.43 -0.06 0.07 0.15
C -2.78617 4.78671 -6.67707 -0.05 0.10 -0.06 0.10
C -2.09963 3.96866 -5.87845 -0.76 -0.26 0.19 -0.22
C -0.60742 3.99244 -5.83409 0.48 0.51 -0.60 -0.29
O -0.01136 3.23555 -5.06908 -0.84 0.07 0.36 0.03
O -2.73076 3.07669 -5.06947 0.85 0.41 -0.06 0.09
O 0.03565 6.60379 -8.34021 -1.11 -0.61 0.60 0.13
H 1.17340 4.91437 -6.68346 -0.03 0.03 -0.04 0.14
H -3.86717 4.78050 -6.71650 0.02 -0.01 0.00 0.15
H -2.01975 2.60532 -4.59886 -0.17 -0.14 -0.30 0.09
H -0.67457 7.08174 -8.81390 0.16 0.05 -0.05 0.13
C 2.72003 -3.15847 -3.87396 0.15 -0.15 -0.17 0.08
C 2.03170 -3.30579 -2.73887 -0.29 1.11 -0.03 -0.22
C 1.93204 -4.63166 -2.05536 0.17 -0.81 0.02 -0.28
O 1.30867 -4.72402 -1.01040 0.20 0.29 -0.83 0.08
C 2.59056 -5.77779 -2.68022 -0.24 0.22 0.33 0.09
C 3.27701 -5.63089 -3.81819 0.29 -1.19 -0.03 -0.22
C 3.39939 -4.30182 -4.48737 0.01 0.67 -0.26 -0.31
O 4.04767 -4.20392 -5.51230 -0.06 -0.33 0.18 0.12
O 3.88901 -6.67879 -4.41045 -0.28 1.19 0.02 0.11
O 1.39646 -2.25799 -2.15882 0.17 -1.13 -0.10 0.07
H 2.80216 -2.20485 -4.37780 0.01 -0.03 0.02 0.13
H 2.49581 -6.73443 -2.18465 0.02 0.02 -0.02 0.14
H 4.31469 -6.31466 -5.21159 0.00 -0.14 0.06 0.12
H 0.97686 -2.61772 -1.34996 0.19 0.26 0.17 0.08
C 2.50213 6.83813 3.85893 0.07 0.13 -0.34 0.09
C 2.33071 5.60951 4.35889 -0.20 0.45 1.07 -0.22
C 2.45821 4.39512 3.49958 0.06 -0.44 -0.28 -0.31
O 2.31417 3.29227 3.99157 -0.06 0.29 0.10 0.12
C 2.75157 4.58863 2.07589 -0.12 -0.14 0.05 0.07
C 2.91885 5.81559 1.57866 0.14 -0.56 -0.76 -0.21
C 2.81846 7.02806 2.44284 -0.07 0.60 0.70 -0.31
O 2.99600 8.12738 1.95118 0.00 -0.38 -0.38 0.12
O 3.18844 6.01352 0.26234 -0.22 0.82 1.21 0.05
O 2.03586 5.41503 5.66302 0.21 -0.48 -1.12 0.11
H 2.41476 7.72591 4.47055 0.02 -0.03 -0.01 0.14
H 2.82463 3.70157 1.45955 0.09 -0.02 0.03 0.13
H 3.26693 6.98376 0.15396 0.09 -0.06 0.00 0.13
H 1.96433 4.44681 5.77433 0.00 0.13 0.13 0.12
C -4.60203 -7.70876 6.98710 0.22 0.12 -0.28 0.08
C -5.59538 -7.37967 7.81835 0.08 -1.03 0.52 -0.23
C -6.27178 -6.05055 7.73659 -0.20 0.69 -0.16 -0.31
O -7.18564 -5.79508 8.49931 0.18 -0.36 0.04 0.11
C -5.79576 -5.09832 6.73127 -0.18 -0.12 0.25 0.08
C -4.80036 -5.42609 5.90285 -0.08 1.02 -0.48 -0.22
C -4.14254 -6.76584 5.96677 0.22 -0.69 0.20 -0.31
O -3.25009 -7.03459 5.18090 -0.19 0.32 -0.09 0.10
O -4.34500 -4.55922 4.96959 -0.06 -1.03 0.39 0.09
O -6.03182 -8.23661 8.76879 -0.09 1.02 -0.51 0.10
H -4.10584 -8.66867 7.03452 -0.03 0.02 0.00 0.14
H -6.28177 -4.13293 6.69385 0.01 -0.03 -0.01 0.14
H -3.62841 -5.03320 4.50361 0.04 0.16 0.13 0.08
H -6.75177 -7.76645 9.23337 0.06 -0.12 -0.01 0.12
```
Positions in Å, forces in eV/Å.

Output
- HOMO level: -0.3967 Eh
- Orbital gap: 6.27 eV
- Net charge: +1
- Spin multiplicity: 1

---

This record from the OMol25 dataset describes 2 unconnected molecules or ions with the total composition C5H14 at a distorted geometry. The level of theory is wB97M-V/def2-TZVPD.

```
19
Properties=species:S:1:pos:R:3:forces:R:3:nbo_charge:R:1
C -1.60505 0.55047 1.00718 0.91 2.34 2.08 -0.62
C -0.42810 1.46771 0.47567 -0.74 -0.74 -0.97 -0.40
C -0.80142 2.19104 -0.88966 1.40 3.77 5.76 -0.62
H -1.75676 0.77372 2.15071 -0.16 -0.08 -2.16 0.21
H -1.23614 -0.44334 1.06519 -0.52 -1.05 -0.54 0.20
H -2.52679 0.74774 0.43019 0.43 -0.56 0.44 0.21
H -0.02004 2.06407 1.26965 -0.49 1.16 0.24 0.20
H 0.46651 0.91441 0.26497 0.32 -1.09 -0.29 0.19
H -0.80394 1.47901 -1.59993 -1.60 -2.29 -2.60 0.21
H -1.64240 2.90520 -0.48896 1.11 -1.41 -2.18 0.22
H 0.12213 2.76177 -1.17111 -0.96 0.19 0.31 0.20
C 1.54551 -1.86269 -1.00720 -0.10 -3.37 -1.47 -0.60
C 1.06655 -1.96745 0.47240 -1.31 2.71 -2.12 -0.61
H 0.59435 -1.71227 -1.58425 1.21 -0.03 -0.03 0.20
H 2.28066 -1.08163 -1.22444 -0.31 -0.12 0.15 0.21
H 2.04950 -2.98813 -1.49608 -1.45 3.43 1.68 0.18
H 0.73064 -2.93893 0.67087 -0.34 -1.36 0.59 0.21
H 1.82506 -1.61228 1.12364 0.53 0.02 0.92 0.20
H 0.13972 -1.24842 0.53117 2.06 -1.54 0.20 0.20
```
Positions in Å, forces in eV/Å.

Output
- SMILES: CCC.CC
- HOMO level: -0.4043 Eh
- Relative energy (zero: lowest compared OMol25 entry of this formula, charge and spin): 52.2 kcal/mol
- Orbital gap: 12.06 eV
- Spin multiplicity: 1

---

This record from the OMol25 dataset describes a single C3H7NO2S molecule. The level of theory is wB97M-V/def2-TZVPD.

```
14
Properties=species:S:1:pos:R:3:forces:R:3:nbo_charge:R:1
N -0.03854 -1.52867 -0.84954 0.06 -0.71 -0.05 -0.82
C -0.19162 -0.14977 -0.49414 -0.13 0.43 0.22 -0.17
C 0.74906 0.38115 0.59836 0.15 -0.11 0.14 -0.52
S 2.47420 0.20550 0.03219 0.01 0.04 -0.07 -0.06
C -1.60812 0.06794 0.00043 0.11 -0.15 -0.06 0.79
O -2.26143 -0.76990 0.55187 -0.23 -0.22 0.20 -0.59
O -2.05042 1.31968 -0.20688 -0.20 0.14 0.03 -0.68
H -0.27961 -2.15619 -0.08959 -0.13 0.18 0.00 0.38
H 0.89123 -1.77372 -1.16330 0.04 0.24 -0.05 0.37
H -0.07207 0.46380 -1.37670 0.14 0.17 -0.30 0.22
H 0.61973 -0.22935 1.49429 -0.08 0.14 0.04 0.22
H 0.54113 1.43008 0.82389 0.01 -0.16 -0.06 0.23
H 2.99177 1.20630 0.75278 -0.03 0.00 0.02 0.13
H -2.95500 1.35988 0.15436 0.27 0.00 -0.07 0.50
```
Positions in Å, forces in eV/Å.

Output
- SMILES: N[C@H](CS)C(=O)O
- HOMO level: -0.3422 Eh
- Relative energy (zero: lowest compared OMol25 entry of this formula, charge and spin): 8.8 kcal/mol
- Orbital gap: 9.96 eV
- Spin multiplicity: 1